[1]
Here is C11H14BBeN7O as an isolated structure from OMol25. Energies are from ωB97M-V/def2-TZVPD.

Atoms and positions in Å:
H  -0.29793  2.72844  0.80777
N  0.20093  1.62861  -0.94438
B  0.85976  0.84469  -3.24275
N  0.71238  1.98886  -2.18227
C  0.87748  3.32228  -2.22137
Be  -0.18854  -0.01338  -0.66266
H  1.25301  3.79726  -3.11900
C  0.44955  3.84100  -0.99439
H  0.40439  4.87525  -0.72562
C  0.05471  2.74937  -0.21365
H  1.26959  1.17405  -4.31830
C  -1.90776  -2.65152  0.99953
H  -2.24598  -2.44742  2.02307
H  -0.97300  -3.22507  1.02519
H  -2.67696  -3.20463  0.44496
N  -0.56771  0.24547  -3.28914
N  1.69200  -0.24791  -2.50534
N  -1.12471  -0.20084  -2.07699
N  1.21507  -0.72224  -1.28732
C  -1.43422  0.04904  -4.29456
C  2.77586  -0.95318  -2.86786
H  -1.15272  0.34674  -5.29678
H  3.26222  -0.73160  -3.80986
C  -2.57648  -0.52776  -3.76727
C  3.00443  -1.91551  -1.88460
C  -2.34773  -0.66339  -2.38845
C  2.02458  -1.72277  -0.90184
H  -3.44542  -0.82144  -4.32982
H  3.75706  -2.67686  -1.90202
H  -2.96703  -1.04873  -1.59288
H  1.85260  -2.21097  0.04722
H  -1.69853  -1.68858  0.50502
O  0.31608  0.20829  3.20509
C  -0.02669  0.02954  2.07514
N  -0.35028  -0.15499  0.94206

Computed properties:
Strongest force on any atom   0.0545 hartree/bohr
Total energy   -925.93207 Ha
Kohn-Sham gap   9.8 eV

List of natural (NBO) charges in e, atom by atom:
1. H 0.24
2. N -0.49
3. B 0.55
4. N -0.32
5. C 0.01
6. Be 1.66
7. H 0.23
8. C -0.35
9. H 0.23
10. C 0.01
11. H -0.02
12. C -0.85
13. H 0.22
14. H 0.21
15. H 0.20
16. N -0.31
17. N -0.31
18. N -0.49
19. N -0.49
20. C 0.02
21. C 0.01
22. H 0.23
23. H 0.23
24. C -0.36
25. C -0.35
26. C 0.01
27. C 0.01
28. H 0.24
29. H 0.23
30. H 0.23
31. H 0.24
32. H 0.22
33. O -0.60
34. C 0.81
35. N -1.07



[2]
Here is one molecule with the formula C5H7NO from OMol25. Energies are from ωB97M-V/def2-TZVPD.

Atoms and positions in Å:
C  1.08570  -0.12501  1.39844
C  0.50195  -0.48551  0.03036
C  -0.93687  -0.97175  0.03033
C  -1.68899  -0.14907  -0.72271
N  -0.87622  0.89404  -1.27479
C  0.37401  0.73366  -0.85046
O  1.12074  1.64840  -1.24601
H  1.15277  -1.01263  2.03372
H  0.45373  0.61273  1.90327
H  2.08686  0.30087  1.28079
H  1.16208  -1.20337  -0.47416
H  -1.27493  -1.85685  0.56539
H  -2.75029  -0.22289  -0.93018
H  -0.41052  1.83737  -1.74399

Computed properties:
Strongest force on any atom   0.0570 hartree/bohr
SMILES   C[C@H]1C=CNC1=O
Total energy   -324.65353 Ha
Energy above the lowest of the compared OMol25 structures with the same formula, charge and spin   1.9304 eV
Kohn-Sham gap   9.6 eV

List of natural (NBO) charges in e, atom by atom:
1. C -0.59
2. C -0.34
3. C -0.26
4. C 0.00
5. N -0.67
6. C 0.66
7. O -0.65
8. H 0.21
9. H 0.21
10. H 0.23
11. H 0.25
12. H 0.23
13. H 0.22
14. H 0.49



[3]
Here is one molecule with the formula C19H19BrN4O3 from OMol25. Energies are from ωB97M-V/def2-TZVPD.

Atoms and positions in Å:
C  4.13606  -0.69062  0.38818
C  3.46065  -1.40261  1.50382
N  3.98327  -1.37184  2.78021
C  3.15815  -2.08003  3.50028
O  3.27638  -2.35157  4.80408
N  2.11117  -2.55274  2.80778
C  2.30213  -2.13214  1.48444
C  1.41091  -2.45252  0.36719
O  1.79939  -2.45311  -0.79160
N  0.10990  -2.78634  0.67681
C  -0.66014  -2.18860  1.79562
C  -2.03362  -2.04112  1.13584
C  -2.10765  -3.32994  0.31723
C  -0.82075  -3.00912  -0.44200
C  -1.16417  -1.64905  -1.05639
N  -1.90161  -1.04442  0.06917
C  -2.04847  0.27744  0.34501
O  -2.39437  0.66371  1.45258
C  -1.76959  1.21384  -0.78046
C  -1.79118  2.52483  -0.57073
C  -1.50569  3.53150  -1.60928
C  -2.13500  3.48659  -2.85051
C  -1.86052  4.44795  -3.81085
C  -0.96505  5.47251  -3.54548
C  -0.36012  5.52273  -2.30012
Br  0.85436  6.92437  -1.91562
C  -0.62868  4.57759  -1.32805
H  3.53561  -0.72334  -0.51627
H  4.32870  0.34437  0.67232
H  5.09925  -1.15944  0.17963
H  4.09349  -1.93258  5.10388
H  1.43369  -3.21064  3.14919
H  -0.71645  -2.85701  2.65991
H  -0.25063  -1.22908  2.10803
H  -2.84394  -1.79940  1.81383
H  -2.03330  -4.22994  0.92487
H  -2.98388  -3.37687  -0.32668
H  -0.43881  -3.74170  -1.14407
H  -0.26468  -1.09366  -1.31237
H  -1.79222  -1.75843  -1.94498
H  -1.55138  0.81312  -1.76332
H  -1.96944  2.87030  0.44341
H  -2.84979  2.69981  -3.05480
H  -2.35407  4.40737  -4.77297
H  -0.74654  6.22731  -4.28756
H  -0.15136  4.64257  -0.35918

Computed properties:
Strongest force on any atom   0.0057 hartree/bohr
SMILES   Cc1nc(O)[nH]c1C(=O)N1C[C@@H]2C[C@H]1CN2C(=O)/C=C/c1cccc(Br)c1
Total energy   -3754.22956 Ha
Energy above the lowest of the compared OMol25 structures with the same formula, charge and spin   0.0654 eV
Kohn-Sham gap   8.8 eV

List of natural (NBO) charges in e, atom by atom:
1. C -0.65
2. C 0.22
3. N -0.54
4. C 0.65
5. O -0.66
6. N -0.54
7. C -0.08
8. C 0.66
9. O -0.62
10. N -0.46
11. C -0.23
12. C -0.06
13. C -0.42
14. C -0.04
15. C -0.24
16. N -0.44
17. C 0.66
18. O -0.64
19. C -0.31
20. C -0.11
21. C -0.07
22. C -0.21
23. C -0.19
24. C -0.24
25. C -0.08
26. Br 0.06
27. C -0.18
28. H 0.24
29. H 0.22
30. H 0.23
31. H 0.51
32. H 0.43
33. H 0.19
34. H 0.23
35. H 0.25
36. H 0.22
37. H 0.22
38. H 0.24
39. H 0.23
40. H 0.20
41. H 0.21
42. H 0.24
43. H 0.22
44. H 0.22
45. H 0.23
46. H 0.22



[4]
Here is one molecule with the formula C4H6N2 from OMol25. Energies are from ωB97M-V/def2-TZVPD.

Atoms and positions in Å:
C  -0.31703  -1.21618  -1.27855
C  0.22675  -0.65638  0.03160
N  1.33172  0.07819  -0.02269
C  0.23725  0.86413  1.04892
C  -0.57423  1.99319  0.67321
N  -1.18346  2.95851  0.46707
H  -0.14167  -0.54848  -2.12365
H  0.32162  -2.10506  -1.43210
H  -1.34697  -1.57857  -1.25193
H  0.01063  -1.33276  0.88016
H  1.35973  1.07537  0.95114
H  0.07564  0.46806  2.05682

Computed properties:
Strongest force on any atom   0.0247 hartree/bohr
Total energy   -265.33395 Ha
Energy above the lowest of the compared OMol25 structures with the same formula, charge and spin   5.4863 eV
Kohn-Sham gap   9.6 eV

List of natural (NBO) charges in e, atom by atom:
1. C -0.66
2. C 0.13
3. N -0.49
4. C -0.45
5. C 0.25
6. N -0.30
7. H 0.24
8. H 0.24
9. H 0.23
10. H 0.14
11. H 0.42
12. H 0.26



[5]
Here is a 7-piece molecular cluster, C19H37Cl3O18 overall from OMol25. Energies are from ωB97M-V/def2-TZVPD.

Atoms and positions in Å:
C  2.53683  0.44735  -3.59744
O  3.98979  0.63031  -3.59571
C  4.56699  1.26391  -2.59538
O  4.03125  1.88245  -1.69251
O  5.83124  1.06984  -2.71377
C  6.78598  1.47064  -1.72165
H  2.31930  -0.18559  -2.73712
H  2.14488  0.10485  -4.55513
H  2.04452  1.40134  -3.40861
H  7.49895  0.64679  -1.75383
H  6.36263  1.40034  -0.71968
H  7.33927  2.39798  -1.86993
C  -3.62522  -3.24407  2.10869
O  -3.11337  -2.05851  1.71807
C  -3.63568  -0.87198  1.86627
O  -4.70733  -0.60657  2.42976
O  -2.82283  0.05339  1.32424
C  -3.16082  1.39213  1.44002
H  -3.92361  -3.12006  3.14970
H  -2.92068  -4.01633  1.79994
H  -4.55776  -3.54765  1.63296
H  -3.04882  1.80709  2.44171
H  -4.13300  1.63689  1.01218
H  -2.46642  2.01869  0.88026
C  -1.15597  3.83653  5.06048
O  -0.15022  2.85065  5.27832
C  0.14662  1.93851  4.35828
O  -0.45234  1.73147  3.27550
O  1.24409  1.34926  4.85155
C  1.88226  0.38767  4.10723
H  -1.26143  4.31820  6.03257
H  -2.12250  3.45001  4.73720
H  -0.80750  4.56605  4.32939
H  1.53504  0.26140  3.08175
H  1.78803  -0.59423  4.57101
H  2.93980  0.65160  4.10063
C  -2.27915  -3.41467  -1.70665
O  -2.22611  -4.56502  -2.52490
C  -2.32368  -5.79854  -1.94710
O  -2.49818  -6.01695  -0.71733
O  -2.38108  -6.74430  -2.89605
C  -2.57064  -8.08695  -2.57053
H  -2.43819  -2.56481  -2.37038
H  -1.31231  -3.19270  -1.25491
H  -3.10417  -3.33739  -0.99850
H  -1.64975  -8.57270  -2.24789
H  -2.91686  -8.68821  -3.41119
H  -3.34382  -8.13871  -1.80397
C  -0.58126  -2.96181  3.84868
O  -0.56631  -3.82104  2.67235
C  0.47300  -3.78040  1.85432
O  1.53959  -3.25782  2.04993
O  0.19670  -4.52695  0.81436
C  1.08804  -4.57831  -0.37380
H  -0.79283  -1.91574  3.62714
H  0.36699  -3.09526  4.36937
H  -1.39677  -3.21199  4.52723
H  1.51363  -3.62939  -0.70014
H  0.56896  -4.98800  -1.24030
H  1.94467  -5.23840  -0.23753
C  1.15933  5.21892  -1.88192
O  0.26559  6.17409  -2.35069
C  0.67650  7.02298  -3.29482
O  1.83844  7.26983  -3.52115
O  -0.38838  7.59051  -3.84632
C  -0.33781  8.72471  -4.62401
H  0.81583  4.59609  -1.05597
H  1.94928  5.80517  -1.41248
H  1.61143  4.63391  -2.68284
H  -1.34399  8.85003  -5.02401
H  0.19868  8.63946  -5.56900
H  -0.04986  9.66370  -4.15130
Cl  1.62348  0.99037  0.58808
C  0.19280  0.70798  -0.35017
Cl  0.33172  -0.97086  -0.94389
Cl  -0.12807  1.87429  -1.60657
H  -0.64740  0.61454  0.33790

Computed properties:
Strongest force on any atom   0.0806 hartree/bohr
SMILES   COC(=O)OC.COC(=O)OC.COC(=O)OC.COC(=O)OC.COC(=O)OC.COC(=O)OC.ClC(Cl)Cl
Total energy   -3480.99447 Ha
Energy above the lowest of the compared OMol25 structures with the same formula, charge and spin   2.8398 eV
Kohn-Sham gap   11.0 eV

List of Mulliken charges in e, atom by atom:
1. C -0.09
2. O -0.36
3. C 0.86
4. O -0.58
5. O -0.34
6. C -0.69
7. H 0.08
8. H 0.27
9. H 0.02
10. H 0.27
11. H 0.32
12. H 0.27
13. C -0.81
14. O 0.00
15. C 0.42
16. O -0.64
17. O -0.12
18. C -0.67
19. H 0.37
20. H 0.19
21. H 0.38
22. H 0.21
23. H 0.36
24. H 0.21
25. C -0.64
26. O -0.35
27. C 0.80
28. O -0.51
29. O -0.31
30. C -0.27
31. H 0.24
32. H 0.28
33. H 0.30
34. H -0.02
35. H 0.21
36. H 0.31
37. C -0.23
38. O -0.35
39. C 0.82
40. O -0.57
41. O -0.35
42. C -0.65
43. H 0.33
44. H -0.10
45. H 0.24
46. H 0.28
47. H 0.24
48. H 0.30
49. C -0.73
50. O -0.28
51. C 0.89
52. O -0.60
53. O -0.24
54. C -0.67
55. H 0.16
56. H 0.41
57. H 0.31
58. H 0.23
59. H 0.22
60. H 0.35
61. C -0.60
62. O -0.29
63. C 0.71
64. O -0.55
65. O -0.29
66. C -0.70
67. H 0.22
68. H 0.34
69. H 0.25
70. H 0.27
71. H 0.31
72. H 0.30
73. Cl -0.15
74. C 1.17
75. Cl -0.14
76. Cl -0.13
77. H -0.72



[6]
Here is a 2-piece molecular cluster, C3H10NOP overall from OMol25. Energies are from ωB97M-V/def2-TZVPD.

Atoms and positions in Å:
C  2.32672  -0.00847  0.40496
C  -1.27181  0.83306  1.12683
C  1.50790  -0.62843  -0.65054
N  -1.93554  0.08982  -1.43044
O  -1.69649  -1.77259  0.24048
P  -1.08180  -0.50207  -0.11639
H  3.33161  -0.32184  0.22930
H  2.40829  1.01065  0.86875
H  1.96802  -0.40304  1.35896
H  -1.06671  1.72509  0.71078
H  -2.36128  0.71298  1.25663
H  -0.81462  0.67401  2.04207
H  1.48074  -1.71861  -0.47401
H  1.68114  -0.34375  -1.68069
H  -2.24247  1.03970  -1.59405
H  -2.23369  -0.38652  -2.29263

Computed properties:
Strongest force on any atom   0.0834 hartree/bohr
Total energy   -591.58413 Ha
Energy above the lowest of the compared OMol25 structures with the same formula, charge and spin   2.6824 eV
Kohn-Sham gap   8.6 eV

List of natural (NBO) charges in e, atom by atom:
1. C -0.69
2. C -0.97
3. C -0.49
4. N -1.24
5. O -1.09
6. P 1.89
7. H 0.22
8. H 0.23
9. H 0.21
10. H 0.23
11. H 0.25
12. H 0.25
13. H 0.21
14. H 0.19
15. H 0.40
16. H 0.42



[7]
Here is C6H12O as an isolated structure from OMol25. Energies are from ωB97M-V/def2-TZVPD.

Atoms and positions in Å:
C  2.81628  0.13884  0.52776
C  1.67704  0.60320  -0.36026
O  0.43305  0.66808  0.33373
C  -0.04642  -0.55286  0.73289
C  -1.45032  -0.34886  1.25827
C  -1.70057  -0.75778  -0.15512
C  -2.04662  0.27289  -1.19409
H  2.62262  -0.87447  0.88918
H  2.92053  0.80286  1.39169
H  3.75619  0.14663  -0.03492
H  1.57228  -0.05351  -1.23559
H  1.85223  1.62141  -0.71971
H  -0.42151  -1.20230  -0.30355
H  -1.67993  0.69270  1.48387
H  -1.77865  -1.03449  2.03736
H  -2.12481  -1.75441  -0.28134
H  -1.98014  -0.14406  -2.20517
H  -3.06468  0.65444  -1.04935
H  -1.35657  1.12167  -1.11563

Computed properties:
Strongest force on any atom   0.0046 hartree/bohr
Total energy   -310.91547 Ha
Energy above the lowest of the compared OMol25 structures with the same formula, charge and spin   3.9130 eV
Kohn-Sham gap   9.0 eV

List of natural (NBO) charges in e, atom by atom:
1. C -0.64
2. C -0.06
3. O -0.55
4. C 0.05
5. C -0.49
6. C -0.26
7. C -0.63
8. H 0.23
9. H 0.21
10. H 0.21
11. H 0.17
12. H 0.18
13. H 0.25
14. H 0.23
15. H 0.22
16. H 0.23
17. H 0.21
18. H 0.22
19. H 0.23



[8]
Here is one molecule with the formula C5H8O2 from OMol25. Energies are from ωB97M-V/def2-TZVPD.

Atoms and positions in Å:
C  1.41983  -1.94837  0.46141
C  0.42861  -1.11142  0.76142
C  -0.63324  -0.80015  -0.24661
O  -0.86517  -1.54139  -1.18299
C  -1.32372  0.53836  -0.09081
C  -0.39095  1.68582  -0.51569
O  0.78983  1.77088  0.25779
H  2.22819  -2.15297  1.15731
H  1.43944  -2.44150  -0.50727
H  0.39750  -0.57930  1.70923
H  -2.21574  0.54479  -0.72488
H  -1.62128  0.69345  0.95317
H  -0.91271  2.63619  -0.37458
H  -0.15928  1.58932  -1.58583
H  1.41868  1.11630  -0.07166

Computed properties:
Strongest force on any atom   0.0096 hartree/bohr
SMILES   C=CC(=O)CCO
Total energy   -345.76051 Ha
Energy above the lowest of the compared OMol25 structures with the same formula, charge and spin   1.2096 eV
Kohn-Sham gap   10.1 eV

List of natural (NBO) charges in e, atom by atom:
1. C -0.30
2. C -0.33
3. C 0.54
4. O -0.54
5. C -0.53
6. C -0.05
7. O -0.72
8. H 0.20
9. H 0.22
10. H 0.22
11. H 0.24
12. H 0.22
13. H 0.19
14. H 0.17
15. H 0.47



Number 1: HOMO energy -9.3 eV. Number 2: HOMO energy -8.7 eV. Number 3: HOMO energy -8.5 eV. Number 4: HOMO energy -8.8 eV. Number 5: HOMO energy -10.5 eV. Number 6: HOMO energy -8.1 eV. Number 7: HOMO energy -7.8 eV. Number 8: HOMO energy -9.8 eV.